No. 1
A 2-piece molecular cluster, C64H83N6O3 overall at a distorted geometry, computed with ωB97M-V with the def2-TZVPD basis set.

Computed properties:
Energy above the lowest of the compared OMol25 structures with the same formula, charge and spin (kcal per mole): 44.8
HOMO (Ha): -0.2972
E_tot (eV): -82787.78410
Net charge: +1
Gap between HOMO and LUMO (eV): 2.86

Last column: Löwdin charge in e.
Positions of all 156 atoms, in Å:
C: 2.9867 -2.2915 5.7083  -0.0626
C: 1.8558 -1.3218 6.0877  -0.3886
C: 1.2277 -1.7068 7.4335  -0.0740
C: 0.8552 -1.2139 4.9459  -0.1780
C: -0.2367 -2.0816 4.8200  0.0334
C: -0.9985 -2.1166 3.6556  -0.0943
C: -2.0378 -3.2090 3.4515  -0.3702
C: -2.3484 -4.0316 4.7057  -0.0653
C: -1.7310 -4.1114 2.2643  -0.0389
C: -0.7730 -1.1314 2.6377  -0.0506
C: -1.6756 -0.9894 1.4960  -0.1006
N: -2.9975 -0.5978 1.7026  0.0473
C: -3.7795 -0.5422 2.9303  -0.0736
C: -4.8671 -1.4313 3.0572  -0.1355
C: -5.3164 -2.4375 2.0003  -0.3835
C: -6.4983 -1.8592 1.2338  -0.0526
C: -5.7085 -3.7744 2.6368  -0.0540
C: -5.6385 -1.3788 4.2221  -0.0270
C: -5.3199 -0.5315 5.2713  -0.0394
C: -4.2811 0.3725 5.1067  -0.0270
C: -3.5286 0.4302 3.9351  -0.0970
C: -2.6292 1.6379 3.6974  -0.3649
C: -2.4243 2.4726 4.9689  -0.0731
C: -3.2107 2.5097 2.5878  -0.0447
N: -3.6429 -0.4293 0.5272  0.1579
N: -2.6985 -0.6217 -0.4268  -0.0137
C: -3.1132 -0.6466 -1.8135  -0.0921
C: -3.4809 -1.8849 -2.3708  -0.1128
C: -3.5881 -3.1398 -1.5070  -0.3701
C: -2.3126 -3.9705 -1.5903  -0.0589
C: -4.8220 -3.9937 -1.8210  -0.0609
C: -3.7681 -1.9472 -3.7343  -0.0246
C: -3.8023 -0.7778 -4.4918  -0.0597
C: -3.6158 0.4605 -3.8778  -0.0317
C: -3.3078 0.5495 -2.5191  -0.1252
C: -3.2719 1.9231 -1.8515  -0.3538
C: -1.9814 2.1937 -1.0814  -0.0635
C: -4.4915 2.1795 -0.9616  -0.0585
C: -1.4407 -0.9781 0.1053  -0.2594
C: -0.3471 -1.1278 -0.7579  -0.0188
C: 0.2792 -0.1827 2.8226  -0.1278
C: 0.5884 0.9237 1.8107  -0.3621
C: 1.9168 0.6405 1.1008  -0.0594
C: 0.5817 2.3274 2.4278  -0.0455
C: 1.0891 -0.2679 3.9537  0.0104
H: 3.4413 -1.9932 4.7549  0.0766
H: 3.7675 -2.2979 6.4782  0.0802
H: 2.5963 -3.3131 5.5938  0.0867
H: 2.3011 -0.3223 6.1994  0.1303
H: 0.3712 -1.0607 7.6615  0.0844
H: 0.8948 -2.7528 7.4361  0.0771
H: 1.9711 -1.5812 8.2301  0.0813
H: -0.4541 -2.7708 5.6446  0.1064
H: -2.9599 -2.6710 3.2001  0.0919
H: -2.6148 -3.3796 5.5488  0.0882
H: -3.1985 -4.7041 4.5254  0.0709
H: -1.4817 -4.6489 4.9813  0.0874
H: -1.6054 -3.5248 1.3466  0.0616
H: -0.8003 -4.6695 2.4415  0.0940
H: -2.5439 -4.8308 2.1005  0.0848
H: -4.4885 -2.6031 1.3003  0.0995
H: -6.1946 -0.9440 0.7109  0.0713
H: -6.8779 -2.5816 0.4989  0.0793
H: -7.3075 -1.6124 1.9389  0.0896
H: -4.9140 -4.1691 3.2875  0.0663
H: -6.6183 -3.6523 3.2461  0.0777
H: -5.9271 -4.5209 1.8617  0.0856
H: -6.5076 -2.0231 4.3080  0.1095
H: -5.9027 -0.5471 6.1995  0.1178
H: -4.0990 1.1003 5.8911  0.1006
H: -1.6536 1.2469 3.3805  0.0954
H: -2.1083 1.8526 5.8177  0.0863
H: -1.6629 3.2491 4.8252  0.0809
H: -3.3624 2.9792 5.2360  0.0866
H: -3.4810 1.9096 1.7118  0.0463
H: -4.1315 2.9932 2.9519  0.0992
H: -2.5080 3.2900 2.2717  0.0832
H: -3.7052 -2.7696 -0.4784  0.0990
H: -1.4340 -3.3496 -1.3607  0.0522
H: -2.3469 -4.8123 -0.8833  0.0808
H: -2.1960 -4.3724 -2.6098  0.0876
H: -5.7421 -3.3929 -1.7771  0.0835
H: -4.7487 -4.4478 -2.8211  0.0759
H: -4.9069 -4.8035 -1.0829  0.0826
H: -4.0018 -2.9164 -4.1823  0.1156
H: -4.0304 -0.8347 -5.5598  0.1093
H: -3.7321 1.3809 -4.4573  0.1154
H: -3.3180 2.6444 -2.6776  0.1260
H: -1.0964 1.9176 -1.6664  0.0723
H: -1.8988 3.2552 -0.8100  0.0858
H: -1.9687 1.6129 -0.1524  0.0517
H: -5.4072 2.2289 -1.5602  0.0854
H: -4.6136 1.3701 -0.2313  0.0475
H: -4.3819 3.1277 -0.4215  0.0815
H: -0.5068 -0.8851 -1.8066  0.0430
H: 0.5743 -1.5315 -0.3460  0.0090
H: -0.2002 0.9007 1.0526  0.0982
H: 1.9059 -0.3678 0.6704  0.0496
H: 2.0998 1.3586 0.2858  0.0531
H: 2.7532 0.6937 1.8128  0.0844
H: -0.3524 2.5144 2.9745  0.0495
H: 1.4157 2.4493 3.1323  0.0816
H: 0.6637 3.0941 1.6412  0.0815
H: 1.9357 0.4265 4.0759  0.1264
C: 3.2809 5.2209 -1.6104  0.0058
N: 3.7816 4.3479 -2.6463  -0.0441
C: 4.3853 4.8203 -3.7716  -0.3665
O: 4.5369 6.0077 -4.0443  0.1057
C: 4.8134 3.6098 -4.6203  -0.1374
C: 6.3183 3.6495 -4.9291  -0.0823
C: 6.7831 4.9033 -5.6591  -0.2428
C: 7.6968 5.7764 -5.0514  -0.0415
C: 8.0246 6.9981 -5.6562  -0.0648
C: 7.4784 7.3325 -6.9056  -0.0735
C: 6.6640 6.4049 -7.5683  -0.0683
C: 6.3189 5.1905 -6.9500  -0.0434
N: 4.3348 2.4826 -3.8004  0.0665
C: 4.3608 1.1864 -4.1654  0.0554
C: 3.7460 0.1423 -3.4145  -0.0533
C: 3.2825 -1.0729 -3.9456  0.0475
C: 3.3110 -2.3386 -3.2508  -0.1902
C: 3.7763 -3.5081 -3.9384  -0.0008
C: 3.6789 -4.7708 -3.3834  0.0293
C: 3.0602 -4.9180 -2.1194  -0.1278
N: 2.7011 -6.2172 -1.6598  -0.3048
O: 2.0899 -6.3419 -0.5678  0.0751
O: 3.0172 -7.2011 -2.3742  0.0722
C: 2.7441 -3.7769 -1.3436  0.0396
C: 2.8950 -2.5103 -1.8915  0.0081
C: 3.6902 2.9043 -2.5334  -0.4509
C: 4.5527 2.4459 -1.3424  0.0205
C: 2.1994 2.5248 -2.4565  0.0133
H: 3.4600 6.2633 -1.8834  0.1054
H: 2.2047 5.0675 -1.4714  0.0950
H: 3.7761 5.0073 -0.6548  0.0989
H: 4.2565 3.6650 -5.5763  0.1745
H: 6.8681 3.5743 -3.9774  0.1269
H: 6.5530 2.7577 -5.5312  0.1222
H: 8.1171 5.5112 -4.0756  0.1146
H: 8.6858 7.6971 -5.1389  0.1086
H: 7.7115 8.3008 -7.3671  0.1107
H: 6.2709 6.6356 -8.5619  0.1075
H: 5.6694 4.4736 -7.4592  0.1122
H: 4.8308 0.9721 -5.1333  0.1607
H: 3.5612 0.2540 -2.3383  0.0951
H: 3.1365 -1.1277 -5.0541  0.1459
H: 4.2071 -3.3827 -4.9313  0.1220
H: 4.0095 -5.6566 -3.9208  0.1288
H: 2.3434 -3.9124 -0.3401  0.1293
H: 2.6233 -1.6300 -1.3122  0.0935
H: 5.5267 2.9580 -1.4146  0.1078
H: 4.0828 2.7303 -0.3919  0.0902
H: 4.7301 1.3672 -1.3568  0.0771
H: 1.6919 2.9773 -3.3220  0.1137
H: 2.0244 1.4466 -2.4875  0.0679
H: 1.7415 2.9247 -1.5411  0.0849



No. 2
A 15-piece molecular cluster, C64H87F21N4O26 overall at a distorted geometry, computed with ωB97M-V with the def2-TZVPD basis set.

Computed properties:
HOMO (Ha): -0.3554
E_tot (eV): -184042.68428
Net charge: 0
Gap between HOMO and LUMO (eV): 10.06

Last column: Löwdin charge in e.
Positions of all 202 atoms, in Å:
C: 4.9425 1.0324 5.5087  -0.0413
C: 4.6634 1.2960 4.0465  -0.1573
O: 5.0777 2.6695 3.6690  0.0201
C: 5.3990 2.9213 2.3868  -0.4099
O: 5.3040 2.1901 1.4761  0.1695
C: 5.6747 4.4111 2.1930  -0.4902
F: 6.0714 5.0550 3.2826  0.1798
F: 6.6547 4.6077 1.2265  0.1157
F: 4.5519 4.9974 1.7335  0.1455
H: 4.3163 0.1649 5.7402  0.0719
H: 4.5864 1.8108 6.1202  0.0623
H: 5.9740 0.7678 5.7394  0.0863
H: 3.6309 1.1664 3.8567  0.0861
H: 5.1560 0.6308 3.3314  0.1115
C: 5.3085 3.6168 -2.0704  -0.0407
C: 4.0582 3.7422 -1.1991  -0.2095
O: 2.9928 3.8740 -2.1254  0.0239
C: 1.7858 3.5268 -1.6799  -0.3774
O: 1.5168 3.1571 -0.5952  0.1718
C: 0.7233 3.8609 -2.8171  -0.5543
F: 0.7217 2.8936 -3.7138  0.1718
F: -0.4893 3.8868 -2.2596  0.1529
F: 0.9260 5.0219 -3.4103  0.1928
H: 6.1932 3.3210 -1.4832  0.0795
H: 5.4352 4.5694 -2.5651  0.0735
H: 5.1654 2.8655 -2.8525  0.0741
H: 4.0093 4.5972 -0.5290  0.1222
H: 3.9390 2.8311 -0.6403  0.0926
C: -1.7131 4.9825 0.3155  -0.0662
C: -2.8866 4.0853 0.0828  -0.1340
O: -4.1173 4.9591 -0.1506  0.0044
C: -4.7833 4.8801 -1.3243  -0.4154
O: -4.5170 4.1619 -2.2212  0.1736
C: -5.8951 5.9045 -1.3455  -0.6177
F: -6.4392 5.8419 -2.5169  0.2101
F: -6.8335 5.6496 -0.4346  0.1840
F: -5.3146 7.0780 -1.1453  0.1882
H: -0.7678 4.4561 0.5051  0.0719
H: -1.8055 5.5797 1.1911  0.0655
H: -1.5410 5.6331 -0.5510  0.0908
H: -3.1978 3.4374 0.9479  0.1336
H: -2.7242 3.5211 -0.8258  0.0957
C: 0.4465 5.9414 7.4099  -0.0658
C: 1.7039 6.0977 6.6196  -0.1906
O: 1.4387 5.4813 5.3620  0.0295
C: 2.3807 5.1426 4.5127  -0.3839
O: 3.5625 5.3066 4.7082  0.1640
C: 1.9336 4.5978 3.1971  -0.5366
F: 2.6346 3.4835 2.7738  0.1297
F: 0.6737 4.1748 3.2799  0.1620
F: 1.9953 5.4801 2.2334  0.2044
H: 0.0847 4.8597 7.5799  0.0999
H: -0.3981 6.4033 6.9611  0.0677
H: 0.6514 6.3561 8.3979  0.0831
H: 2.5624 5.5625 7.0199  0.1328
H: 1.8282 7.1575 6.4298  0.1359
C: -4.6113 -1.0574 -5.0139  -0.0462
C: -3.9009 -0.6389 -6.3062  -0.1614
O: -2.8228 0.3003 -5.9719  0.0120
C: -2.5531 1.2675 -6.9098  -0.3507
O: -3.1544 1.4594 -7.9237  0.1679
C: -1.4020 2.1681 -6.4705  -0.5926
F: -1.7951 3.0610 -5.6342  0.2277
F: -0.4210 1.4657 -5.9110  0.1572
F: -0.8019 2.7978 -7.5085  0.1532
H: -5.2886 -1.8442 -5.2683  0.0682
H: -5.1840 -0.2945 -4.5581  0.0601
H: -3.8883 -1.4009 -4.2482  0.0742
H: -4.5532 -0.1468 -7.0134  0.1172
H: -3.4891 -1.5725 -6.7182  0.1145
C: -3.3862 -6.3247 1.4023  -0.0434
C: -3.3182 -4.8827 0.9104  -0.1871
O: -3.0656 -4.0343 2.0543  0.0089
C: -2.9284 -2.7113 1.7543  -0.2932
O: -2.8772 -2.2338 0.6382  0.1401
C: -2.8292 -1.7645 3.0662  -0.5504
F: -3.5293 -2.2400 4.0640  0.1880
F: -1.5724 -1.7042 3.4936  0.1628
F: -3.2370 -0.5137 2.8225  0.1623
H: -3.7941 -7.0618 0.7133  0.0825
H: -4.0916 -6.3820 2.2472  0.0878
H: -2.4519 -6.7546 1.7398  0.0540
H: -4.3292 -4.6463 0.5865  0.1335
H: -2.6037 -4.7104 0.1494  0.0638
C: 2.1796 0.0210 0.8589  -0.0269
C: 0.6692 0.3075 1.0384  -0.1625
O: -0.0556 -0.1844 -0.1497  -0.0005
C: -1.2857 0.3399 -0.3569  -0.3955
O: -1.9623 0.9233 0.4255  0.1752
C: -1.7266 -0.0150 -1.7506  -0.5529
F: -0.8329 0.3188 -2.6138  0.2179
F: -1.8922 -1.3843 -1.8545  0.1088
F: -2.9015 0.5756 -1.9925  0.1756
H: 2.5271 0.2669 -0.1342  0.0424
H: 2.4342 -1.0829 0.9849  0.0741
H: 2.7119 0.4928 1.7273  0.0817
H: 0.5429 1.3845 1.1235  0.1061
H: 0.2649 -0.1171 1.9714  0.1024
N: -4.0612 -5.4214 -4.2719  0.0718
C: -4.2720 -4.3740 -3.4375  -0.1526
C: -3.4233 -4.0044 -2.4470  -0.1090
C: -2.2573 -4.6845 -2.2562  -0.0930
C: -1.9600 -5.6977 -3.1517  -0.0566
C: -2.8822 -6.0308 -4.1234  -0.1512
H: -5.2095 -3.8635 -3.6068  0.0985
H: -3.7538 -3.2344 -1.7417  0.1052
H: -1.5995 -4.3362 -1.4406  0.0850
H: -1.0036 -6.2109 -3.0718  0.0911
H: -2.7629 -6.9077 -4.7338  0.0997
N: 0.4737 1.0890 4.5783  0.0785
C: 0.9447 1.2793 5.8000  -0.1615
C: 0.2262 1.7640 6.8770  -0.0696
C: -1.1471 1.8597 6.7098  -0.0847
C: -1.6861 1.6800 5.4522  -0.0587
C: -0.8443 1.2842 4.4153  -0.1373
H: 1.9996 1.1556 5.9263  0.0817
H: 0.6612 1.9756 7.8419  0.1024
H: -1.8557 2.0827 7.5495  0.1243
H: -2.7464 1.8895 5.3305  0.1097
H: -1.2658 1.1872 3.4224  0.0920
N: 0.9168 -5.9839 -1.1344  0.0579
C: 0.5768 -5.8172 0.1453  -0.1469
C: 0.4539 -4.5723 0.7237  -0.0506
C: 0.5045 -3.4509 -0.1366  -0.0699
C: 0.7803 -3.6514 -1.4733  -0.0825
C: 1.0799 -4.9263 -1.9317  -0.1598
H: 0.5127 -6.7715 0.6618  0.1082
H: 0.1357 -4.3877 1.7295  0.0899
H: 0.2386 -2.4541 0.1756  0.0907
H: 1.0206 -2.8009 -2.1062  0.1080
H: 1.4183 -5.1825 -2.9098  0.1035
N: 3.4358 0.3554 -2.4379  0.0678
C: 2.8709 -0.1170 -3.5388  -0.1282
C: 3.5170 -1.1199 -4.2719  -0.0751
C: 4.7522 -1.5674 -3.9094  -0.0528
C: 5.3439 -1.0447 -2.7140  -0.0424
C: 4.6340 -0.1036 -2.0038  -0.1453
H: 1.8955 0.2368 -3.8769  0.0974
H: 3.0694 -1.4819 -5.1996  0.1065
H: 5.3408 -2.2001 -4.5267  0.0953
H: 6.3074 -1.3804 -2.3676  0.0943
H: 5.0524 0.3101 -1.1215  0.0868
C: -6.7008 0.3882 -0.3389  -0.0666
C: -5.7665 1.5209 -0.3805  -0.1995
O: -6.3940 2.6582 0.3132  0.0127
C: -6.0538 2.7074 1.6178  -0.6212
O: -5.4873 1.9049 2.3114  0.1229
O: -6.4894 3.8650 2.0680  -0.0049
C: -6.1833 4.2212 3.4049  -0.0410
H: -7.6877 0.8634 -0.3064  0.0925
H: -6.6412 -0.3094 0.4869  0.0794
H: -6.6491 -0.1301 -1.3203  0.0872
H: -5.6172 1.9369 -1.3897  0.1281
H: -4.8966 1.2805 0.2265  0.1079
H: -6.5472 5.2537 3.6516  0.1091
H: -5.0969 4.3015 3.4821  0.0938
H: -6.6154 3.5353 4.1169  0.0896
C: -1.3673 -2.5817 -10.6520  -0.0506
C: -1.1128 -1.6269 -9.4913  -0.1894
O: -1.4740 -2.1842 -8.2035  0.0337
C: -0.6285 -2.0332 -7.2256  -0.5929
O: 0.5250 -1.5875 -7.3763  0.0755
O: -1.2049 -2.4103 -6.0845  0.0064
C: -0.4431 -2.1401 -4.9003  -0.0234
H: -0.9886 -2.1615 -11.5696  0.0748
H: -2.4707 -2.7042 -10.6022  0.0898
H: -0.8763 -3.5326 -10.4788  0.0776
H: -1.6803 -0.6615 -9.5318  0.1406
H: -0.0678 -1.4140 -9.4238  0.1000
H: -1.1093 -2.2739 -4.0136  0.0918
H: -0.0267 -1.1416 -4.8094  0.0782
H: 0.3335 -2.8290 -4.8590  0.0674
C: 8.2183 -0.0155 0.0815  -0.0434
C: 7.1567 -0.6312 1.0199  -0.2217
O: 6.3664 -1.5323 0.2756  0.0059
C: 5.3865 -2.1589 0.9493  -0.5183
O: 5.2061 -2.0718 2.1721  0.0863
O: 4.7596 -3.0170 0.0981  0.0166
C: 3.8313 -3.7816 0.7862  -0.0712
H: 8.8975 -0.7931 -0.2672  0.0720
H: 8.7880 0.7469 0.6463  0.0895
H: 7.7278 0.3322 -0.8421  0.0721
H: 6.5933 0.1831 1.4127  0.0782
H: 7.6131 -1.2316 1.8319  0.1389
H: 3.1265 -3.1626 1.3305  0.0727
H: 4.2820 -4.4727 1.4588  0.0999
H: 3.2593 -4.3363 0.0419  0.0893
C: -1.4088 -6.5932 4.7980  -0.0695
C: -1.2247 -5.1222 5.0218  -0.1722
O: 0.0856 -4.7416 4.4170  0.0090
C: 0.6988 -3.6934 4.9590  -0.5896
O: 0.3474 -3.0880 5.9660  0.0972
O: 1.7153 -3.3660 4.1378  -0.0097
C: 2.3732 -2.1117 4.4174  -0.0303
H: -1.2443 -6.8453 3.7461  0.0556
H: -2.4563 -6.8904 5.0265  0.0919
H: -0.6697 -7.2174 5.3872  0.1024
H: -1.1362 -4.8455 6.0771  0.1195
H: -1.9783 -4.4624 4.5874  0.1077
H: 3.3202 -2.0824 3.9467  0.0559
H: 2.5289 -1.9797 5.5029  0.0975
H: 1.7787 -1.2511 4.0498  0.0827